The following is a DFT calculation (wB97M-V/def2-TZVPD) of a structure of composition C64H64AsCsN2O6S at a distorted geometry.

XYZ file:
```
139
Properties=species:S:1:pos:R:3:mulliken_charge:R:1
Cs -0.61929 0.57262 -0.78558 2.393
C 4.33555 1.93568 -0.41337 -1.295
C 3.28581 2.96926 -0.22495 1.189
C 2.67908 3.56670 -1.32703 -0.727
C 1.70050 4.53404 -1.18440 1.018
C 1.04221 5.16528 -2.37125 -1.590
C 1.29318 4.87903 0.10172 -0.583
C 1.85667 4.28450 1.21805 0.927
C 1.40051 4.63190 2.59986 -1.463
C 2.86112 3.33803 1.04116 -0.559
H 3.89107 0.93685 -0.51100 -0.194
H 4.99777 1.89238 0.45451 0.438
H 4.94236 2.14936 -1.29455 0.484
H 2.98152 3.25836 -2.32147 0.251
H 0.94452 6.24461 -2.24414 0.426
H 0.03683 4.75648 -2.51053 0.104
H 1.61266 4.98693 -3.28216 0.362
H 0.50395 5.60993 0.23220 0.226
H 1.00843 3.75727 3.12089 0.167
H 0.61193 5.38644 2.58271 0.319
H 2.22023 5.02160 3.21037 0.446
H 3.31417 2.86026 1.90179 0.184
O -1.52283 3.09135 -1.45371 -0.066
S -2.53275 2.62145 -2.38935 1.114
O -3.86682 2.44420 -1.83711 -0.810
N -1.93703 1.41123 -3.14661 0.275
C -2.59600 0.76113 -4.14253 -0.255
C -3.86359 1.01394 -4.60450 -0.498
C -4.41198 0.26170 -5.66302 -1.033
C -3.71309 -0.74139 -6.27195 -1.029
C -2.39655 -1.03216 -5.82658 1.459
C -1.61315 -2.06162 -6.40458 -0.803
C -0.35585 -2.29241 -5.93103 -0.526
C 0.11393 -1.47924 -4.87159 -0.464
N -0.57504 -0.52493 -4.31960 -0.034
C -1.83293 -0.29024 -4.77771 -0.139
C -2.72942 3.94297 -3.59748 -0.169
C -3.79694 4.81956 -3.49682 -0.469
C -3.92257 5.86273 -4.40181 -0.674
C -2.98841 6.02582 -5.41031 -0.416
C -1.92812 5.13962 -5.51535 -0.752
C -1.79822 4.10006 -4.60983 -0.344
H -4.48108 1.76310 -4.12862 0.537
H -5.42217 0.49650 -5.97668 0.374
H -4.14163 -1.32873 -7.07557 0.341
H -2.03185 -2.65374 -7.21218 0.374
H 0.27435 -3.07625 -6.32996 0.434
H 1.10963 -1.65779 -4.46389 0.483
H -4.52486 4.66967 -2.71596 0.446
H -4.75509 6.54736 -4.31901 0.403
H -3.08706 6.83846 -6.11774 0.359
H -1.20031 5.25444 -6.30481 0.397
H -0.98096 3.39837 -4.68548 0.446
C 1.32940 -1.70519 4.68053 -1.901
C 1.69294 -1.44640 3.22499 1.295
C 2.75106 -0.36215 3.06268 -1.085
O 0.52088 -1.07696 2.53310 0.381
C 0.53557 -1.68505 1.23538 -1.522
C 1.72627 -2.64359 1.26217 -0.260
O 2.09318 -2.67258 2.64404 -0.454
C 2.89152 -2.20694 0.27460 1.310
O 2.78666 -0.93394 -0.13070 -0.985
C 2.92369 -3.14843 -0.96362 -0.374
C 3.13417 -2.54876 -2.20075 0.126
C 3.26135 -3.31089 -3.34879 -0.645
C 3.16970 -4.69088 -3.28830 -0.541
C 2.94995 -5.30326 -2.06653 -1.018
C 2.83603 -4.53837 -0.91704 -0.055
C 4.24318 -2.44503 0.96680 0.534
C 5.24814 -1.51538 0.77278 -0.435
C 6.50206 -1.68508 1.33518 -0.843
C 6.77782 -2.79816 2.10820 -0.572
C 5.77780 -3.74173 2.30748 -1.013
C 4.53248 -3.56205 1.74332 0.017
C -0.91890 -2.22588 0.97105 3.018
O -1.71710 -1.17839 0.60869 -1.406
C -1.39136 -2.89797 2.26777 -0.561
C -0.78911 -4.02904 2.80993 0.277
C -1.23263 -4.57149 4.00276 -0.775
C -2.29491 -3.99300 4.68178 -0.759
C -2.91053 -2.87520 4.14264 -0.281
C -2.46039 -2.33935 2.94572 -0.558
C -0.94754 -3.24294 -0.18074 -0.089
C -0.20528 -3.01219 -1.33856 0.116
C -0.29809 -3.85310 -2.42961 -0.762
C -1.16259 -4.93760 -2.40353 -1.320
C -1.92351 -5.16780 -1.27199 -1.101
C -1.81102 -4.33289 -0.17248 -0.404
H 1.00494 -0.77350 5.14358 0.224
H 2.19332 -2.06703 5.23200 0.462
H 0.52159 -2.42814 4.74381 0.226
H 2.38029 0.55480 3.52259 0.387
H 2.94562 -0.18236 2.00455 -0.129
H 3.67854 -0.64872 3.55657 0.338
H 0.73825 -0.87805 0.53994 0.108
H 1.39813 -3.65762 1.03361 0.495
H 3.18198 -1.46966 -2.20158 0.473
H 3.43295 -2.81928 -4.30089 0.317
H 3.25577 -5.28524 -4.19252 0.353
H 2.85259 -6.38122 -2.00805 0.387
H 2.68053 -5.03539 0.02150 0.259
H 5.01780 -0.64723 0.17263 0.437
H 7.26654 -0.93392 1.17056 0.413
H 7.75519 -2.92882 2.55857 0.366
H 5.96408 -4.61664 2.91910 0.408
H 3.76738 -4.29222 1.94157 0.191
H 0.03819 -4.49293 2.29716 0.048
H -0.73871 -5.44819 4.40691 0.382
H -2.64022 -4.41168 5.62056 0.323
H -3.74725 -2.41277 4.65650 0.409
H -2.92126 -1.47325 2.48928 0.203
H 0.47514 -2.17506 -1.38846 0.629
H 0.32299 -3.67485 -3.29253 0.546
H -1.23731 -5.59181 -3.26249 0.442
H -2.61378 -6.00277 -1.24057 0.369
H -2.41591 -4.51974 0.70539 0.439
C -4.42085 1.10789 2.42114 -1.386
As -2.81262 1.56969 1.38319 0.269
C -3.12859 3.51913 1.46394 -1.216
C -1.41546 1.46069 2.77277 1.980
C -1.78174 1.93797 4.12975 -0.197
C -2.28250 1.02117 5.05787 0.096
C -2.64955 1.42405 6.32984 -0.726
C -2.52283 2.75296 6.70799 -0.565
C -2.02899 3.67218 5.79866 -1.065
C -1.66461 3.27022 4.52352 -0.075
H -4.49716 1.70312 3.33425 0.348
H -4.43790 0.05142 2.67198 0.300
H -5.27667 1.31999 1.77644 0.437
H -3.33866 3.85915 2.48066 0.524
H -3.97608 3.71995 0.81311 0.452
H -2.26178 4.03302 1.05288 0.067
H -0.56831 2.01876 2.35531 -0.303
H -1.10028 0.42042 2.81152 -1.514
H -2.36728 -0.01894 4.77428 0.379
H -3.03057 0.68882 7.02663 0.428
H -2.79986 3.06633 7.70828 0.355
H -1.92007 4.71279 6.08053 0.394
H -1.28830 3.99752 3.81579 0.673
```

**Strongest force on any atom**: 2.12 eV/Å
**Energy above the lowest of the compared OMol25 structures with the same formula, charge and spin**: 36.1 kcal/mol
**Spin multiplicity**: 1
**E**: -154895.830 eV
**Net charge**: -2
**HOMO**: -0.09348 Eh
**HOMO-LUMO gap**: 6.11 eV
**E_LUMO**: 3.56 eV